Density functional theory data (wB97M-V/def2-TZVPD) for 3 unconnected molecules or ions with the total composition C26H44BrN4O3 at a distorted geometry.

Results
frontier orbital gap: 7.6 eV
E_tot: -109811.8439 eV
spin multiplicity: 1
charge: +1

Each line ends with the Löwdin charge.
CARTESIAN COORDINATES (ANGSTROEM)
C 0.614 3.154 1.148  -0.2653
Br 1.341 4.016 3.825  0.6501
H 4.014 -0.110 0.925  0.0810
H -3.593 -0.713 1.785  0.1033
H 2.291 4.201 0.080  0.1327
C 0.995 -5.711 -4.551  -0.4949
C 1.804 0.774 -2.609  0.0845
H -0.340 3.249 6.919  0.0789
N 1.313 2.046 -2.331  -0.0091
H 1.666 1.530 10.264  0.0835
H -1.996 0.788 0.376  0.1083
N 2.415 0.465 -1.438  -0.0831
H -1.122 -5.443 -4.716  0.0883
H -0.227 -5.289 -6.258  0.0885
H -0.162 -3.990 -5.052  0.0761
H 1.431 -2.957 -2.062  0.0591
O -0.471 1.917 9.028  0.0705
C -0.959 3.150 -2.663  -0.1352
H 2.041 -1.131 0.945  0.1111
H 1.037 -1.454 -0.501  0.1086
H 1.039 4.160 7.562  0.0867
H -4.348 1.057 -2.927  0.0951
C 1.870 2.120 9.370  -0.0254
C -6.411 -1.477 -0.226  -0.0661
C -0.211 -5.071 -5.188  -0.0216
C 2.369 -3.137 -0.071  -0.2164
C -4.285 -0.584 0.919  -0.0390
H -1.604 3.386 -3.560  0.1313
H 2.022 -7.533 -4.136  0.0851
H -0.111 3.912 1.534  0.0844
C -5.412 -1.527 0.860  -0.0811
H 1.034 3.890 -3.354  0.1439
N -2.619 2.385 -0.992  -0.0747
O -4.971 1.396 -2.258  -0.0178
H 2.305 3.075 9.673  0.0859
H -5.572 -2.296 1.651  0.0943
H -7.296 -2.146 -0.297  0.0993
C 0.503 2.904 -3.224  -0.1043
H -0.891 1.246 -1.392  0.0987
H 3.456 -3.398 -0.137  0.1051
C -4.099 0.467 -0.118  -0.1115
H 3.386 -1.433 -1.900  0.1588
C 1.655 2.405 -1.029  -0.1752
C -5.073 0.473 -1.208  -0.2387
H -3.112 2.043 1.020  0.1387
H 4.914 -1.392 0.065  0.0948
H 1.151 -7.522 -5.680  0.0897
H 0.431 2.465 -4.261  0.1406
O 1.843 -5.044 -3.992  0.0339
H 1.552 1.715 2.649  0.0679
C 3.121 -0.785 -1.027  -0.2602
H 0.056 2.206 0.886  0.0960
C -6.201 -0.471 -1.266  -0.0080
C 1.635 2.779 2.301  -0.5846
H 4.999 0.371 -0.548  0.0888
C -2.890 1.432 0.093  -0.1921
C 1.514 -3.764 -1.282  -0.1105
H 1.713 0.142 -3.515  0.1816
H 2.034 -4.680 -1.654  0.0657
H -6.924 -0.389 -2.108  0.1114
N 2.364 1.385 -0.457  0.2041
H 0.255 -7.676 -4.138  0.0892
C 0.582 2.355 8.623  -0.5075
C 1.342 3.670 -0.187  -0.0686
H 1.305 2.655 6.629  0.0484
H -2.332 3.262 -0.550  0.1028
H 2.572 1.571 8.739  0.0836
C 0.658 3.159 7.349  -0.0588
C 1.108 -7.210 -4.635  -0.0178
C -1.615 1.905 -1.955  -0.2128
H -0.940 4.084 -2.047  0.1006
H 2.684 2.899 1.906  0.0615
H 0.597 4.350 -0.680  0.1061
C 4.354 -0.428 -0.100  -0.0513
C 2.087 -1.575 -0.092  -0.1841
H 0.485 -3.965 -0.886  0.0832
H 1.924 -3.560 0.877  0.1113
H -2.091 1.251 -2.744  0.1232

=====

Density functional theory data (wB97M-V/def2-TZVPD) for a molecular structure, C26H44BrNOP2Pb at a distorted geometry.

Results
frontier orbital gap: 6.3 eV
E_tot: -125067.1181 eV
spin multiplicity: 1
charge: +2

Each line ends with the Löwdin charge.
CARTESIAN COORDINATES (ANGSTROEM)
C -1.792 2.509 -1.067  -0.2558
C -2.274 -3.247 0.548  -0.3829
C -2.556 1.683 1.173  -0.1358
C 3.502 -0.489 -0.777  -0.4002
H 1.905 2.773 0.425  0.0591
H 0.442 5.106 -1.046  0.1145
H 2.274 -3.687 -0.247  0.0693
C 1.940 -3.759 0.797  -0.1476
H -0.799 3.610 0.522  0.1103
H 4.423 2.882 -1.386  0.0732
H -2.535 1.547 -2.853  0.1238
H -2.026 -4.165 2.526  0.0752
H -0.781 -4.029 -1.798  0.1031
P -0.575 -2.668 0.169  0.8109
H 1.241 -0.199 5.005  0.1087
H -4.606 -0.029 0.471  0.1075
H 0.158 -4.939 0.410  0.1087
C -0.179 4.303 -1.433  -0.1185
C -3.352 0.821 2.043  -0.2415
H -0.325 -0.872 4.384  0.0891
C 1.751 1.161 -2.528  -0.3789
H -5.917 -1.439 2.050  0.1210
C -0.294 4.113 -2.813  -0.6868
O 0.576 0.551 3.163  -0.3392
H -1.345 3.098 -4.405  0.1151
H -2.970 -2.545 0.058  0.0780
C -1.242 -2.017 -2.484  -0.1439
C -1.183 3.167 -3.336  -0.1076
C 2.866 1.047 -3.571  -0.1101
H 3.446 1.985 0.789  0.0883
H 2.890 3.757 -1.693  0.0624
C 0.437 -4.000 0.917  -0.3897
H 2.266 -2.853 1.328  0.0515
H 3.683 1.761 -3.394  0.0729
H 1.005 1.348 3.530  0.1125
H -0.982 -0.962 -2.297  0.0377
H 3.286 0.034 -3.626  0.0760
H 0.643 -2.955 -1.890  0.0826
H 5.142 0.480 -1.862  0.0719
H 0.914 0.491 -2.792  0.0667
H 3.364 -1.047 0.166  0.0582
H 3.873 4.132 -0.273  0.0932
H -3.804 -0.023 5.328  0.1185
H -3.645 -3.560 2.180  0.0865
H -1.974 2.458 1.680  0.1106
Pb 0.028 0.047 0.723  1.2316
Br 0.730 5.192 -4.009  0.7862
H -2.323 -2.135 -2.326  0.0788
C -3.130 0.795 3.440  -0.0193
C 0.684 -0.527 4.113  -0.1000
H -2.357 1.416 3.891  0.1103
H 3.287 -1.200 -1.590  0.0863
H -3.216 0.919 -0.724  0.1126
C -0.904 3.487 -0.560  -0.0396
C -1.880 2.335 -2.470  -0.0250
H 1.321 2.175 -2.536  0.0550
H 2.472 -4.610 1.241  0.0912
N -4.878 -0.820 3.740  0.0750
H 0.137 -4.079 1.975  0.0843
H -2.359 -2.414 2.579  0.0609
H 2.445 1.288 -4.557  0.0915
H 1.223 -1.350 3.616  0.0782
C -4.363 -0.021 1.533  -0.0164
C -0.430 -2.996 -1.634  -0.3936
C 2.790 2.299 -0.038  -0.3947
H 5.239 0.681 -0.089  0.0776
C -2.577 -3.348 2.042  -0.1390
C -2.572 1.633 -0.199  -0.1135
C 3.527 3.312 -0.917  -0.1124
H -2.383 -4.235 0.069  0.1066
C -3.935 -0.020 4.243  -0.1209
H -1.055 -2.221 -3.545  0.0907
H 5.609 -0.878 -0.839  0.0904
P 2.153 0.751 -0.789  0.7977
C -5.107 -0.805 2.426  -0.1290
C 4.948 -0.003 -0.896  -0.1200

=====

Density functional theory data (wB97M-V/def2-TZVPD) for a molecular structure, C26H44BrNOP2Sn at a distorted geometry.

Results
frontier orbital gap (alpha / beta): 4.1 / 4.6 eV
E_tot: -125617.9089 eV
spin multiplicity: 1
charge: +4

Each line ends with the Löwdin charge.
CARTESIAN COORDINATES (ANGSTROEM)
C -1.662 1.921 4.854  -0.1187
H -5.698 4.819 -2.242  0.1460
C -5.149 3.937 -2.583  -0.0507
C 1.231 4.252 -0.307  -0.0515
H 0.881 3.145 -2.144  0.1409
H 4.774 -1.895 1.424  0.0788
H -0.380 3.608 2.640  0.1163
H 3.617 -2.471 2.610  0.1108
H -3.052 -2.947 0.049  0.1146
H -3.804 -0.663 1.176  0.0984
H 5.606 -1.487 -0.700  0.0728
H -2.309 1.266 5.459  0.0967
H 0.277 -4.422 -0.926  0.1090
H -1.568 -3.201 -3.083  0.0920
H 2.590 -2.548 0.407  0.0829
C -3.557 2.133 -2.190  -0.1836
H -2.103 -0.476 1.677  0.0536
H -1.494 -4.480 -1.035  0.1177
H -2.165 -4.157 2.229  0.0851
H -2.989 0.530 -0.784  0.1210
C 2.632 -1.592 0.944  -0.4026
H -2.730 -1.454 -0.845  0.0582
H 3.947 -0.721 2.474  0.0964
H 5.592 1.689 0.481  0.1186
H -0.723 -4.725 3.076  0.1132
C -0.616 -3.846 -1.225  -0.3480
C -0.198 3.631 1.568  -0.0494
H -3.048 -1.880 2.194  0.0985
H 0.790 -3.507 1.520  0.0803
H 5.395 0.608 -0.928  0.0905
Sn 0.080 -0.079 -0.994  1.3624
H -0.240 -4.347 -3.266  0.1074
C -2.494 -2.001 0.083  -0.4031
C 0.829 4.428 1.036  -0.6673
H 2.919 -1.906 -2.178  0.0854
H -0.878 1.738 -2.593  0.1355
C -0.548 2.665 -0.631  -0.3076
H -0.564 0.551 3.951  0.0752
C -1.198 1.641 -1.543  -0.3106
H -0.860 2.347 5.481  0.0966
O -1.136 1.285 3.678  -0.1806
N -5.367 3.540 -3.839  0.1385
C 3.815 -1.650 1.904  -0.0882
C -2.864 -1.205 1.345  -0.1210
C -4.255 3.284 -1.719  0.0400
H -4.076 3.705 -0.730  0.1278
C -0.946 2.811 0.703  -0.0056
H -0.322 -2.405 2.341  0.0872
H 3.840 -0.393 -2.329  0.1000
C 4.825 -2.027 -1.250  -0.0928
H -2.278 2.753 4.492  0.0843
H 4.579 -2.936 -0.685  0.0912
C -2.604 1.356 -1.401  0.1428
H 5.273 -2.371 -2.192  0.1167
H 0.112 -2.629 -2.933  0.0462
C -4.720 2.472 -4.304  -0.0580
H 3.213 1.350 1.122  0.1006
H 2.050 4.800 -0.733  0.1299
H -1.025 -5.265 1.410  0.0935
Br 1.581 5.758 2.041  1.0353
C -0.274 -3.222 1.603  -0.3710
P 2.526 -0.329 -0.397  0.8592
H -3.248 0.946 -4.009  0.1257
C -0.570 -3.463 -2.707  -0.1196
H 1.696 -1.523 1.517  0.0419
H -4.932 2.177 -5.336  0.1484
P -0.721 -2.458 -0.025  0.8960
H -1.768 2.202 1.097  0.1248
C 3.547 1.094 0.107  -0.3621
H 3.312 1.952 -0.538  0.0853
C -1.105 -4.410 2.095  -0.0783
C 5.043 0.820 0.091  -0.1024
H 5.320 -0.017 0.746  0.0630
C 3.588 -1.215 -1.643  -0.3504
C 0.560 3.353 -1.125  -0.0295
C -3.801 1.757 -3.538  0.0194